Record 1
{"formula": "C3H5F", "method": "ωB97M-V/def2-TZVPD", "spin_multiplicity": 1, "mol_weight_da": 60.1, "orbital_gap_ev": 10.7, "lumo_energy_ev": 0.9960, "de_lowest_ev": 2.5884, "elements": ["F", "C", "H", "H", "C", "H", "C", "H", "H"], "coordinates": [[1.487, -0.471, -1.068], [0.682, 0.135, -0.259], [0.083, 1.630, 1.014], [-0.966, -1.746, -0.971], [0.878, 1.131, 0.533], [-1.045, -1.241, 0.867], [-1.173, -0.919, -0.190], [-1.777, -0.068, -0.296], [1.832, 1.549, 0.371]], "forces_ev_per_a": [[1.279, -0.250, -0.620], [-5.925, -3.525, 0.206], [-0.475, 0.214, 0.699], [-0.946, 1.748, 1.302], [0.755, 0.563, -0.647], [-0.421, -0.014, -0.947], [5.811, -0.242, 0.186], [-1.187, 0.498, -0.667], [1.109, 1.009, 0.488]], "mulliken_charge": [-0.21, 0.28, 0.27, 0.27, -0.70, 0.26, -0.84, 0.33, 0.32]}

***

Record 2
{"formula": "C13H27NPbSi2", "method": "ωB97M-V/def2-TZVPD", "spin_multiplicity": 1, "mol_weight_da": 460.7, "orbital_gap_ev": [7.6, 5.8], "lumo_energy_ev": [0.0741, 0.3346], "de_lowest_ev": 2.2062, "elements": ["H", "C", "H", "H", "Si", "H", "N", "H", "H", "H", "H", "C", "C", "H", "H", "Pb", "C", "C", "C", "H", "H", "H", "H", "C", "H", "C", "H", "C", "H", "H", "H", "H", "C", "H", "H", "H", "H", "H", "C", "C", "H", "C", "Si", "H"], "coordinates": [[-2.221, 1.017, -5.164], [-1.465, 0.285, -4.989], [-3.612, 0.593, 1.007], [-2.304, 1.592, 0.295], [1.728, -1.156, 1.361], [3.098, -0.317, -0.514], [0.704, 0.835, -1.460], [0.730, 1.648, -3.356], [-3.099, -2.251, 1.775], [-0.402, 0.522, -5.170], [0.450, 2.457, 1.506], [0.750, 1.863, -2.310], [1.382, -2.892, 1.958], [-2.905, 0.141, -0.578], [-1.603, -0.730, -5.429], [0.004, -1.420, -1.355], [0.587, 2.324, 0.422], [0.234, -0.215, 0.625], [0.540, 1.043, -0.121], [0.857, 3.999, -2.519], [3.383, -0.637, 2.961], [-1.605, 0.177, -3.891], [1.821, -0.136, 3.643], [0.698, 3.390, -0.464], [-1.514, 1.244, 3.186], [-1.473, 0.142, 3.166], [-2.398, -0.251, 3.622], [-2.686, 0.567, 0.413], [0.681, 4.399, -0.053], [2.630, 0.884, 2.431], [3.905, -1.595, 0.451], [-2.158, -2.658, 0.306], [2.421, -0.157, 2.721], [0.688, -2.893, 2.813], [-2.067, 1.100, -6.506], [2.361, -3.279, 2.297], [-0.610, -0.195, 3.760], [2.731, -2.055, -0.813], [-2.077, -2.263, 1.339], [2.963, -1.300, -0.040], [-1.448, -2.944, 1.940], [0.795, 3.159, -1.842], [-1.491, -0.484, 1.411], [1.000, -3.554, 1.164]], "forces_ev_per_a": [[-0.285, 0.511, -0.472], [1.369, -2.262, 2.196], [0.002, 0.210, -0.338], [-0.178, -0.258, 0.025], [-1.466, 0.669, -1.454], [0.109, -0.287, 0.007], [-0.611, 0.394, 0.226], [0.179, -0.213, -0.516], [0.475, -0.186, -0.216], [-0.775, 0.571, -0.088], [0.123, -0.019, -0.639], [0.369, 0.360, 0.937], [-0.065, -0.078, 0.207], [0.075, 0.141, 0.313], [-0.479, 0.985, 0.148], [-0.584, -0.596, -0.895], [-0.242, 0.260, -0.175], [-0.152, -1.024, 0.387], [-0.026, -1.133, 0.334], [-0.033, -0.054, -0.112], [-0.031, 0.306, 0.243], [0.437, -0.367, -0.125], [0.090, -0.077, -0.333], [0.121, -0.074, 0.369], [0.038, -0.372, 0.020], [-0.511, -0.126, 0.415], [0.274, 0.292, 0.246], [-0.288, -0.077, 0.312], [0.087, -0.124, -0.305], [-0.060, -0.312, 0.000], [0.072, 0.131, -0.358], [0.032, 0.204, 0.518], [0.922, 0.310, 0.901], [0.228, -0.159, -0.226], [-0.266, 0.543, -1.646], [-0.413, -0.020, -0.067], [-0.311, 0.063, -0.226], [0.103, 0.387, 0.463], [-0.154, -0.321, 0.217], [0.769, -0.110, 0.332], [-0.364, 0.237, -0.281], [-0.214, 0.439, 0.385], [1.519, 1.022, -1.039], [0.115, 0.213, 0.308]], "mulliken_charge": [0.15, -0.93, 0.38, 0.30, 0.23, 0.31, -0.18, 0.39, 0.32, 0.27, 0.37, -0.54, -0.97, 0.25, 0.33, 0.30, -0.61, 1.03, -0.38, 0.42, 0.36, 0.02, 0.30, -0.38, 0.25, -0.99, 0.39, -1.03, 0.42, 0.30, 0.42, 0.27, -1.07, 0.27, 0.13, 0.36, 0.27, 0.23, -0.96, -1.13, 0.29, -0.56, 0.10, 0.30]}

***

Record 3
{"formula": "C5H15N2O", "method": "ωB97M-V/def2-TZVPD", "spin_multiplicity": 1, "mol_weight_da": 119.2, "total_charge": 1, "orbital_gap_ev": 8.9, "lumo_energy_ev": -2.9882, "de_lowest_ev": 3.3185, "elements": ["H", "H", "H", "C", "H", "H", "H", "H", "C", "N", "H", "C", "C", "H", "H", "H", "N", "H", "O", "H", "C", "H", "H"], "coordinates": [[-1.924, 1.482, 1.686], [1.439, -1.174, 1.786], [1.214, 2.245, -0.461], [0.404, 0.373, -1.021], [0.622, 2.857, -2.890], [2.366, -0.408, -0.180], [0.746, -2.889, 1.803], [-0.849, -1.474, 2.676], [1.232, -0.521, -0.484], [0.410, 1.786, -0.924], [-0.964, 1.275, 0.625], [0.622, -1.977, 1.284], [0.706, -1.882, -0.197], [-0.968, -0.436, 1.370], [-0.555, 0.178, -1.472], [-1.438, -2.115, 1.495], [-0.790, -1.410, 1.721], [-1.020, 2.181, -2.661], [-1.736, 0.875, 0.971], [0.010, -2.343, -0.845], [-0.188, 2.623, -2.062], [1.457, -2.683, -0.571], [-0.795, 3.436, -1.650]], "forces_ev_per_a": [[-0.674, 0.163, 0.508], [-2.262, -2.303, -1.356], [-0.600, -0.553, -0.739], [-0.005, 2.428, 0.214], [-1.617, 0.103, 1.997], [-2.635, 0.470, -0.495], [0.006, -1.205, 0.164], [0.184, 0.636, 3.343], [1.583, 0.017, -0.509], [0.048, 0.641, -0.945], [1.702, 1.084, -1.639], [0.274, 3.534, 1.942], [3.890, -2.234, -0.931], [-0.791, -0.281, 0.002], [-0.203, -1.159, 0.011], [-1.490, -0.633, -1.447], [3.065, -1.039, -1.686], [0.868, -0.960, 0.731], [-1.043, -0.332, 0.837], [-2.233, 0.453, -0.168], [0.895, -0.616, -1.078], [-0.109, 1.238, 1.153], [1.145, 0.548, 0.092]], "mulliken_charge": [0.36, 0.31, 0.21, -0.30, 0.30, 0.32, 0.46, 0.35, -0.46, -0.30, 0.37, -0.64, -0.65, 0.24, 0.39, 0.33, -0.19, 0.33, -0.68, 0.49, -0.88, 0.33, 0.33]}

***

Record 4
{"formula": "C9H27N12O12S", "method": "ωB97M-V/def2-TZVPD", "spin_multiplicity": 1, "mol_weight_da": 527.5, "total_charge": -1, "orbital_gap_ev": 8.2, "lumo_energy_ev": 2.1792, "de_lowest_ev": 0.0000, "elements": ["N", "H", "H", "H", "N", "N", "O", "C", "H", "H", "C", "N", "O", "H", "O", "H", "S", "O", "N", "C", "H", "C", "N", "H", "O", "H", "N", "H", "H", "H", "H", "H", "C", "O", "H", "H", "O", "N", "H", "N", "H", "H", "H", "H", "N", "C", "O", "C", "C", "O", "H", "H", "H", "O", "C", "N", "O", "O", "H", "N", "H"], "coordinates": [[-0.374, 2.471, -2.972], [-1.591, 1.402, -0.193], [3.817, 0.058, -4.058], [1.928, -3.129, 3.924], [2.269, 3.415, -0.984], [-0.962, 1.833, -0.849], [2.748, 1.105, 4.971], [-3.734, 2.469, 1.974], [2.620, 3.566, -1.920], [-2.579, -6.248, 5.486], [0.819, -1.639, 2.065], [-4.495, 2.417, 3.114], [4.620, -0.329, 4.224], [-2.974, -0.706, -3.403], [0.505, -2.858, 1.887], [3.500, 0.962, -2.591], [3.211, -0.055, 4.285], [3.049, 1.271, -0.950], [-1.696, -1.605, -5.385], [-1.315, 1.911, -2.148], [-3.909, 2.491, -0.058], [3.602, 2.113, -4.247], [3.708, 2.069, -5.615], [-0.078, 2.156, -0.499], [2.428, -1.316, 4.808], [-5.437, 2.435, 0.751], [-3.428, -1.469, -3.881], [-2.399, -3.653, 3.147], [3.847, 1.219, -6.126], [1.826, 4.172, -0.498], [-5.496, 2.381, 3.111], [-3.471, -4.986, 4.707], [2.621, -2.307, 3.764], [-2.521, 2.497, 2.007], [-1.275, -2.038, -6.184], [-0.738, -3.871, 2.719], [0.172, -0.605, 1.961], [3.690, 0.936, -3.592], [1.988, 1.171, 1.322], [-1.547, -4.166, 3.270], [3.641, 2.938, -6.111], [2.959, -1.807, 1.640], [0.529, 2.768, -2.644], [-4.312, -1.791, -3.538], [-4.437, 2.475, 0.797], [-2.913, -2.089, -4.977], [-3.477, -3.001, -5.561], [2.316, -1.520, 2.474], [2.457, 2.186, -0.389], [2.620, -0.124, 2.828], [-1.216, -0.865, -4.909], [3.652, -2.663, 3.798], [1.411, 2.800, 1.294], [-2.400, 1.522, -2.581], [-1.453, -5.198, 4.139], [-2.616, -5.492, 4.831], [3.423, 3.172, -3.655], [-0.437, -5.847, 4.334], [-0.601, 2.553, -3.944], [1.910, 2.056, 0.842], [-4.002, 2.388, 3.986]], "forces_ev_per_a": [[-0.057, -0.004, -0.014], [0.102, -0.029, 0.080], [-0.043, 0.028, -0.095], [-0.076, 0.195, -0.039], [-0.247, -0.191, -0.066], [-0.240, 0.029, 0.080], [0.100, -0.352, -0.285], [-0.122, -0.140, -0.140], [0.340, -0.164, -0.035], [0.026, 0.003, -0.002], [0.140, -1.171, -0.109], [-0.003, 0.098, 0.000], [-0.516, 0.112, 0.210], [-0.024, 0.070, -0.044], [0.235, 0.934, 0.068], [0.006, 0.028, 0.178], [0.269, 0.436, -0.101], [0.026, -0.146, 0.105], [0.008, 0.045, -0.060], [0.296, 0.109, -0.038], [-0.014, -0.036, -0.031], [-0.055, -0.559, 0.067], [0.034, 0.100, 0.013], [0.037, -0.153, -0.003], [0.377, -0.339, 0.308], [0.003, -0.041, 0.006], [-0.022, 0.124, 0.152], [-0.002, 0.011, 0.036], [0.002, -0.012, 0.031], [0.040, -0.022, 0.076], [0.003, -0.024, -0.017], [0.011, 0.009, -0.005], [-0.106, -0.191, -0.311], [0.113, 0.096, -0.026], [-0.006, -0.023, 0.016], [0.053, 0.202, 0.036], [-0.261, 0.247, -0.160], [0.096, 0.037, -0.241], [-0.182, -0.006, 0.072], [0.046, -0.218, -0.032], [0.023, 0.007, 0.009], [-0.041, 0.032, 0.143], [0.008, -0.058, 0.012], [0.010, -0.056, -0.043], [0.058, 0.090, 0.061], [0.075, 0.073, 0.054], [-0.021, -0.014, -0.029], [-0.254, 0.028, 0.236], [-0.191, 0.523, 0.188], [0.279, 0.000, -0.135], [-0.015, -0.016, 0.047], [-0.052, 0.039, 0.074], [0.017, -0.021, 0.066], [-0.144, -0.189, -0.053], [-0.096, 0.094, 0.003], [-0.041, -0.006, -0.005], [-0.163, 0.522, -0.162], [0.033, -0.033, 0.015], [-0.014, 0.000, 0.003], [0.130, -0.072, -0.148], [0.013, -0.036, -0.013]], "mulliken_charge": [-0.29, 0.03, 0.16, 0.34, -0.26, -0.10, -0.61, 0.62, 0.32, 0.21, 0.41, -0.42, -0.61, 0.21, -0.94, 0.38, 1.08, -0.84, -0.33, 0.63, 0.20, 0.59, -0.40, 0.14, -0.36, 0.15, -0.30, 0.14, 0.15, 0.16, 0.15, 0.15, -0.57, -0.59, 0.19, 0.30, -0.68, -0.29, 0.05, -0.27, 0.22, 0.29, 0.18, 0.17, -0.34, 0.57, -0.67, 0.38, 0.67, -0.22, 0.17, 0.30, 0.17, -0.75, 0.62, -0.39, -0.76, -0.67, 0.19, -0.22, 0.23]}

***

Record 5
{"formula": "C4H24NO11S", "method": "ωB97M-V/def2-TZVPD", "spin_multiplicity": 1, "mol_weight_da": 294.3, "total_charge": -1, "orbital_gap_ev": 6.6, "lumo_energy_ev": 2.5177, "de_lowest_ev": 0.0000, "elements": ["H", "H", "O", "H", "H", "O", "N", "H", "H", "S", "H", "H", "O", "H", "O", "O", "H", "C", "C", "H", "C", "H", "H", "C", "O", "H", "O", "H", "H", "O", "H", "O", "O", "H", "O", "H", "H", "H", "H", "H", "H"], "coordinates": [[-1.908, 1.541, 2.464], [2.079, -1.976, 0.657], [0.797, 0.174, -1.017], [0.043, 2.543, -0.016], [-1.213, -2.470, 0.764], [0.817, -0.175, 3.181], [-1.410, -0.088, -1.530], [-1.378, 3.176, -2.581], [-0.869, 3.966, -0.454], [-2.294, 2.250, 0.464], [-2.819, -0.278, 2.531], [1.543, -0.337, -4.077], [-1.983, -2.194, 0.263], [-0.811, 0.566, 2.874], [0.647, -2.424, 1.707], [-3.512, -0.819, 2.082], [2.771, 0.130, 0.894], [-0.296, -0.367, -0.840], [-0.873, 2.878, -0.513], [1.599, 0.961, 0.398], [-1.770, 1.165, -2.165], [0.611, 0.525, 3.804], [3.691, -2.169, -1.766], [-0.915, 2.397, -1.981], [-1.695, 0.848, 3.137], [-2.595, -1.774, 0.917], [-2.736, 1.118, -2.881], [0.949, -3.121, 2.297], [0.100, 2.222, -2.336], [2.180, -0.029, -3.422], [-0.402, -1.194, -0.128], [3.885, -2.129, -2.714], [2.705, -1.487, 0.080], [-3.997, -0.176, 1.552], [2.243, 0.907, 1.120], [0.533, -1.649, 2.284], [1.647, 0.155, -2.625], [-2.222, -0.672, -1.387], [3.376, -1.371, -3.059], [1.342, 0.281, 2.476], [2.140, -0.903, -0.453]], "forces_ev_per_a": [[0.060, 0.017, -0.226], [0.196, 0.297, -0.374], [0.207, 0.640, -0.401], [0.040, 0.046, -0.219], [0.017, -0.318, 0.356], [0.459, 0.158, -0.227], [0.306, 0.957, -0.148], [-0.079, -0.168, -0.181], [0.047, 0.020, -0.286], [-0.170, 0.301, -0.091], [-0.075, 0.059, -0.039], [0.074, 0.040, 0.074], [-0.847, -0.397, 0.115], [-0.257, -0.239, -0.235], [-0.058, -0.347, -0.086], [-0.183, -0.196, 0.014], [0.164, -0.214, -0.037], [-0.437, -0.498, -0.135], [-0.099, -0.504, 0.618], [0.103, 0.031, -0.003], [0.241, -0.648, -0.328], [0.027, -0.024, 0.437], [-0.081, 0.159, -0.189], [-0.043, 0.294, 0.592], [-0.150, 0.269, 0.450], [0.194, -0.061, -0.045], [-0.088, 0.171, 0.000], [-0.073, -0.079, 0.002], [0.020, -0.099, -0.191], [-0.253, 0.152, -0.159], [0.065, 0.495, -0.462], [0.096, -0.075, -0.026], [0.308, -0.589, 0.129], [0.102, 0.062, -0.047], [-0.104, 0.708, 0.766], [-0.030, 0.181, 0.263], [0.065, 0.013, -0.094], [0.174, -0.169, 0.330], [0.092, -0.239, 0.336], [0.228, 0.036, -0.107], [-0.256, -0.240, -0.143]], "mulliken_charge": [0.15, 0.43, -0.64, 0.02, 0.34, -0.84, 0.04, 0.30, 0.42, -0.61, 0.50, 0.32, -0.74, 0.55, -0.70, -0.79, 0.53, 0.37, -0.55, 0.22, 0.27, 0.28, 0.32, -0.39, -0.82, 0.47, -0.61, 0.28, 0.17, -0.78, 0.21, -0.71, -0.86, 0.30, -0.90, 0.41, 0.35, 0.28, 0.41, 0.47, 0.53]}

***

Record 6
{"formula": "C4H11NO2S", "method": "ωB97M-V/def2-TZVPD", "spin_multiplicity": 1, "mol_weight_da": 137.2, "smiles": "O=CNCCCS.O", "orbital_gap_ev": 9.8, "lumo_energy_ev": 0.7121, "de_lowest_ev": 0.8156, "elements": ["H", "H", "H", "C", "H", "H", "C", "H", "O", "H", "H", "H", "N", "H", "C", "S", "O", "C", "H"], "coordinates": [[0.327, 1.004, -1.700], [-2.106, 0.381, -1.261], [0.121, 1.350, 0.295], [-0.971, -0.350, 1.090], [-0.132, -1.733, -0.302], [-2.050, -1.209, -2.029], [1.260, 0.511, 1.722], [-1.906, 0.141, 1.203], [2.175, 1.317, 1.666], [-0.724, -0.947, 1.962], [2.393, 0.391, -1.110], [1.308, -0.381, 2.367], [0.179, 0.545, 0.917], [2.433, 1.290, 0.160], [-1.506, -0.492, -1.441], [-0.227, 0.172, -2.588], [2.202, 1.282, -0.786], [-1.074, -1.206, -0.178], [-1.699, -2.067, 0.012]], "forces_ev_per_a": [[0.192, 0.080, -0.163], [-0.728, 0.041, 0.384], [0.073, -0.385, 0.250], [1.620, -0.673, -1.474], [0.493, 0.324, -0.322], [-0.412, -0.014, -0.457], [-0.485, -0.189, -0.401], [-0.624, 0.889, 0.532], [0.124, -0.115, 1.169], [-0.346, -0.214, 0.086], [-0.001, 0.284, 0.007], [-0.169, 0.133, 0.203], [-0.512, 0.674, 1.004], [0.225, 0.332, -0.174], [0.679, 0.179, -0.369], [-0.112, -0.462, 0.228], [0.309, -0.162, -1.349], [0.590, -0.711, 0.729], [-0.916, -0.010, 0.117]], "mulliken_charge": [0.06, 0.37, 0.33, -0.81, 0.29, 0.32, 0.09, 0.33, -0.63, 0.34, 0.31, 0.28, 0.00, 0.34, -0.77, -0.16, -0.71, -0.42, 0.43]}

***

What is the formula in the second record? C13H27NPbSi2